Record 1
Molecular formula: C60H41F7O20V4
Method: DFT, the ωB97M-V functional and the def2-TZVPD basis

CARTESIAN COORDINATES (ANGSTROEM)
O  -2.796792  4.265738  3.072614
V  -2.364042  3.395801  1.813056
O  -3.654629  3.079471  0.946530
O  2.985758  2.343405  -1.477142
V  2.878491  2.896162  -0.002855
O  4.226225  3.684640  0.352069
O  2.195030  0.446735  2.584807
V  0.789272  1.270275  2.607634
O  0.180671  0.986309  3.994115
O  -3.131637  -0.287096  -5.503596
V  -2.198690  -1.148767  -4.616306
O  -2.490021  -2.673775  -4.755556
C  3.006769  5.023069  3.126073
C  2.607942  6.218113  3.812651
C  1.198659  6.328729  4.359538
O  0.786594  7.312580  4.952599
C  0.250494  5.320459  3.969751
C  0.642184  4.257695  3.208663
C  2.092288  4.059132  2.856285
O  2.381743  2.999247  2.136511
O  -0.177457  3.318462  2.850260
O  3.394193  7.146567  3.875423
H  4.032951  4.883056  2.824116
H  -0.803580  5.495459  4.123241
C  -2.213343  0.172864  -0.506428
C  -1.957932  -0.395659  -1.744785
C  -0.571226  -0.422470  -2.312050
O  -0.352411  -0.966387  -3.458224
C  0.475181  0.096550  -1.604423
C  0.272019  0.652069  -0.326120
C  -1.173237  0.753414  0.215059
O  -1.253890  1.318711  1.332465
O  1.119564  1.271712  0.311874
O  -2.912482  -0.784497  -2.488639
H  -3.190649  0.126222  -0.046725
H  1.494761  -0.021981  -1.941387
C  -0.769073  6.874462  0.646391
C  0.273983  7.850842  0.715691
C  1.665090  7.453715  0.229936
O  2.574069  8.269772  0.255440
C  1.821018  6.160647  -0.340025
C  0.848888  5.188096  -0.237287
C  -0.556891  5.570895  0.297051
O  -1.446338  4.657752  0.534460
O  1.120273  3.929526  -0.370646
O  0.052787  8.933943  1.217440
H  -1.777575  7.102752  0.965149
H  2.724340  5.781703  -0.802351
F  4.759897  0.355499  -6.394925
C  3.532389  0.910893  -6.490901
C  2.626867  0.631460  -5.485606
C  1.339364  1.148529  -5.547028
C  1.006037  1.981064  -6.611337
C  1.949389  2.297847  -7.580773
C  3.247982  1.828279  -7.482572
H  2.926009  0.056542  -4.621093
H  0.617215  1.025517  -4.753928
H  -0.002920  2.365964  -6.689783
H  1.607026  2.954548  -8.370536
H  3.962763  2.049659  -8.264909
F  -7.791601  -6.015447  -0.196188
C  -6.886756  -5.439844  -1.015775
C  -6.270399  -4.270736  -0.620319
C  -5.444673  -3.613607  -1.520672
C  -5.269145  -4.108927  -2.810676
C  -5.854141  -5.321422  -3.164015
C  -6.722865  -5.949318  -2.291683
H  -6.433625  -3.862682  0.368746
H  -4.860040  -2.735904  -1.272645
H  -4.414883  -3.709194  -3.343166
H  -5.650713  -5.703517  -4.156726
H  -7.330671  -6.787634  -2.608412
F  -2.778395  -6.673164  0.589983
C  -1.990265  -5.646068  0.190103
C  -1.121784  -5.140118  1.139383
C  -0.335295  -4.036341  0.857239
C  -0.462603  -3.453940  -0.404302
C  -1.336046  -3.975788  -1.344949
C  -2.155193  -5.060952  -1.049346
H  -1.151090  -5.598622  2.121333
H  0.377171  -3.616760  1.553712
H  0.315358  -2.741332  -0.652847
H  -1.254979  -3.587726  -2.353310
H  -2.729133  -5.499612  -1.854169
F  4.030370  1.059112  0.679590
C  5.222404  0.440067  0.659023
C  5.285990  -0.856165  1.112566
C  6.497423  -1.545943  1.114800
C  7.637470  -0.890161  0.687477
C  7.563113  0.383685  0.116336
C  6.354419  1.059762  0.168647
H  4.400106  -1.357300  1.483966
H  6.518894  -2.563501  1.477931
H  8.633824  -1.311942  0.765611
H  8.446238  0.968632  -0.099137
H  6.320352  2.126340  -0.029076
F  -0.710785  -1.183412  3.036276
C  -1.630263  -2.133829  3.265741
C  -2.643209  -2.307922  2.344633
C  -3.663181  -3.216243  2.597092
C  -3.598772  -4.019914  3.723518
C  -2.549831  -3.860338  4.623411
C  -1.553960  -2.925659  4.391276
H  -2.759594  -1.641713  1.498787
H  -4.463393  -3.291606  1.872542
H  -4.320613  -4.812217  3.876830
H  -2.564313  -4.437390  5.539312
H  -0.747331  -2.749353  5.091546
F  2.728370  -2.994093  -1.253505
C  3.613170  -2.859654  -2.263181
C  3.989911  -3.977511  -2.976970
C  4.756448  -3.800782  -4.127172
C  5.287698  -2.560168  -4.428393
C  4.872623  -1.441916  -3.711303
C  4.033851  -1.590436  -2.617625
H  3.730864  -4.976926  -2.655295
H  5.044439  -4.686660  -4.680179
H  6.029709  -2.374527  -5.194378
H  5.182475  -0.445760  -3.993898
H  3.636780  -0.756931  -2.049575
F  -2.499675  1.892999  3.533766
C  -3.379935  1.192377  4.273425
C  -3.390246  1.387842  5.639447
C  -4.270856  0.705090  6.463979
C  -5.136076  -0.197620  5.857728
C  -5.150675  -0.366432  4.481919
C  -4.308020  0.373457  3.661344
H  -2.651056  2.110148  5.971674
H  -4.263464  0.867125  7.531560
H  -5.782743  -0.849769  6.434349
H  -5.731206  -1.143716  4.000690
H  -4.367337  0.307609  2.582641

Atoms 1-3, force components in eV/Å:
-0.32 -0.24 -1.29
1.86 2.81 0.15
0.00 -0.49 0.38

Properties
- Max |F|: 5.18 eV/Å
- LUMO: 1.17 eV
- Orbital gap: 0.1427 Eh
- Net charge: -2
- HOMO level: -2.714 eV

Here are the Löwdin charges for atoms 1 to 2, given in e:
1 O -0.31
2 V 0.94

Record 2
Molecular formula: C60H45Cl2FGeP3RhS
Method: DFT, the ωB97M-V functional and the def2-TZVPD basis

CARTESIAN COORDINATES (ANGSTROEM)
Rh  -0.418783  -0.144201  0.012835
F  -1.560579  -1.480697  -1.487416
Ge  -0.760838  0.618859  -2.236394
C  0.051267  -0.589352  -3.534899
C  -0.106050  -0.467034  -4.909453
C  0.654384  -1.237333  -5.781202
C  1.598227  -2.124103  -5.285250
C  1.752802  -2.267980  -3.915031
C  0.969642  -1.517103  -3.040163
P  1.075872  -1.732088  -1.239349
C  2.871584  -1.996149  -1.035812
C  3.735116  -0.910246  -1.408668
C  5.149386  -1.039372  -1.331484
C  5.695952  -2.193940  -0.832507
C  4.847782  -3.236637  -0.440739
C  3.459914  -3.144594  -0.541300
C  0.373352  -3.341211  -0.783053
C  -0.192991  -3.459369  0.485033
C  -0.738291  -4.660713  0.905094
C  -0.713504  -5.758655  0.056802
C  -0.153641  -5.648527  -1.208374
C  0.383029  -4.442306  -1.632918
C  -2.670703  1.004083  -2.326840
C  -3.288970  1.591491  -3.420240
C  -4.676547  1.673524  -3.483626
C  -5.453128  1.150230  -2.462922
C  -4.847457  0.572049  -1.354156
C  -3.461999  0.522936  -1.269041
P  -2.668136  -0.148444  0.225242
C  -3.459290  -1.733957  0.643575
C  -3.708862  -2.681658  -0.356354
C  -4.289859  -3.895159  -0.035358
C  -4.617685  -4.191656  1.280782
C  -4.387954  -3.254461  2.274988
C  -3.813588  -2.031896  1.961667
C  -3.129368  0.936656  1.624970
C  -4.054062  1.973209  1.559851
C  -4.295685  2.773197  2.668232
C  -3.622917  2.543859  3.857633
C  -2.698077  1.510278  3.938243
C  -2.450343  0.722975  2.828825
C  0.704687  1.985406  -2.123482
C  1.465093  2.348035  -3.230358
C  2.620805  3.106568  -3.083300
C  3.044600  3.501099  -1.821521
C  2.292822  3.167058  -0.703361
C  1.138103  2.412113  -0.855137
P  -0.099111  2.084621  0.442079
C  0.534188  2.185475  2.165003
C  1.014325  0.994818  2.730817
C  1.353101  0.916710  4.069263
C  1.209739  2.031789  4.882495
C  0.714025  3.209682  4.348739
C  0.365756  3.284608  3.007592
C  -1.068732  3.615779  0.183377
C  -0.397282  4.823228  0.410609
C  -1.016231  6.032538  0.155851
C  -2.303896  6.060839  -0.364226
C  -2.953282  4.872314  -0.647724
C  -2.337833  3.658004  -0.374417
H  -0.830972  0.227697  -5.317641
H  0.516628  -1.136705  -6.849375
H  2.206575  -2.708172  -5.962273
H  2.485968  -2.970245  -3.533643
H  3.315960  -0.035070  -1.903573
H  5.771452  -0.214248  -1.649573
H  6.768232  -2.305723  -0.753340
H  5.282784  -4.154853  -0.065623
H  2.842407  -3.981130  -0.243708
H  -0.220383  -2.602893  1.155970
H  -1.194383  -4.734647  1.883379
H  -1.136215  -6.700617  0.379392
H  -0.138505  -6.503683  -1.870395
H  0.783293  -4.360263  -2.634702
H  -2.699186  1.983541  -4.240333
H  -5.150120  2.130746  -4.342001
H  -6.532089  1.190715  -2.525587
H  -5.457857  0.167120  -0.555198
H  -3.452518  -2.462616  -1.380248
H  -4.485742  -4.614434  -0.819112
H  -5.064524  -5.145471  1.528323
H  -4.668549  -3.464940  3.298134
H  -3.675904  -1.309230  2.750807
H  -4.608835  2.159568  0.650575
H  -5.019224  3.574189  2.599085
H  -3.821123  3.163669  4.721737
H  -2.164937  1.324312  4.861073
H  -1.710763  -0.068897  2.900630
H  1.167816  2.032651  -4.223791
H  3.196218  3.383926  -3.956813
H  3.955469  4.073906  -1.708655
H  2.614621  3.487374  0.281194
H  1.116857  0.113604  2.104641
H  1.711385  -0.017822  4.483299
H  1.462101  1.975225  5.932760
H  0.579200  4.076602  4.981602
H  -0.066017  4.201279  2.642737
H  0.628301  4.827698  0.752860
H  -0.487037  6.955684  0.349506
H  -2.787962  7.007753  -0.560458
H  -3.941468  4.882801  -1.088582
H  -2.857119  2.745895  -0.612209
Cl  2.347638  -2.160959  2.326251
C  4.000489  -1.684442  2.434956
C  4.782257  -2.286461  3.400168
C  6.099546  -1.881515  3.554952
C  6.644002  -0.880875  2.765563
C  5.861239  -0.284819  1.795515
Cl  6.568316  0.937850  0.821926
C  4.508993  -0.663898  1.596242
S  3.550529  0.128566  0.435872
H  4.362561  -3.055138  4.032903
H  6.712429  -2.353114  4.311299
H  7.668288  -0.564685  2.899958

Atoms 1-3, force components in eV/Å:
-1.69 0.23 -1.05
0.43 -0.08 0.19
0.25 -0.10 0.44

Properties
- Max |F|: 2.00 eV/Å
- LUMO: -7.27 eV
- Orbital gap: 0.2069 Eh
- Net charge: +2
- HOMO level: -12.896 eV

Here are the Löwdin charges for atoms 1 to 2, given in e:
1 Rh 0.33
2 F -0.49

> Which formula does entry 2 have?

C60H45Cl2FGeP3RhS

> Among the records above, which one has the lowest max |F|?

C60H45Cl2FGeP3RhS